An isolated molecule of C5H8O in a non-equilibrium geometry, computed with the ωB97M-V functional and the def2-TZVPD basis.

Output
- energy relative to the best compared isomer or geometry (same formula, charge and spin) (eV) = 5.535
- F_max (eV/Å) = 2.4

CARTESIAN COORDINATES (ANGSTROEM)
C -1.347 -1.086 -0.210
C -0.634 0.024 -0.766
C 0.167 1.512 0.710
C 0.746 0.548 -0.179
C 1.506 -0.567 0.499
O 2.605 -0.937 0.168
H -0.790 -1.961 0.106
H -2.432 -1.117 -0.155
H -0.578 -0.884 -1.522
H -1.202 0.826 -1.226
H -0.397 1.179 1.576
H 0.231 2.576 0.514
H 1.354 0.973 -0.977
H 0.981 -1.009 1.374


C5H10O2 as an isolated structure in a non-equilibrium geometry, computed with the ωB97M-V functional and the def2-TZVPD basis.

Output
- energy relative to the best compared isomer or geometry (same formula, charge and spin) (eV) = 5.823
- F_max (eV/Å) = 1.1

CARTESIAN COORDINATES (ANGSTROEM)
C -2.084 -0.185 -0.069
C -0.647 0.310 0.370
O -0.826 1.121 1.481
C 0.344 -0.770 0.320
C 0.802 0.482 -0.432
C 2.063 0.303 0.473
O 1.320 -0.581 1.331
H -2.797 0.563 -0.443
H -2.132 -1.048 -0.754
H -2.530 -0.578 0.864
H -0.473 -0.622 -2.572
H 0.067 1.321 1.797
H 0.151 -1.776 -0.039
H 0.217 -0.503 -2.327
H 0.814 0.978 -1.397
H 2.564 1.143 0.976
H 2.890 -0.330 0.069


An isolated ion of composition C7H13N4S and charge -1 in a non-equilibrium geometry, computed with the ωB97M-V functional and the def2-TZVPD basis.

Output
- energy relative to the best compared isomer or geometry (same formula, charge and spin) (eV) = 1.935
- F_max (eV/Å) = 3.6
- charge = -1

CARTESIAN COORDINATES (ANGSTROEM)
C 1.108 0.800 -4.033
N 0.349 1.802 -3.896
N -0.381 2.162 -2.880
S -1.103 3.631 -3.159
N -0.550 1.536 -1.719
N 0.100 0.487 -1.361
C -0.447 0.033 -0.001
C -0.221 -1.495 0.145
C -0.678 -1.975 1.499
C 0.188 -1.266 2.586
C -0.063 0.201 2.581
C 0.258 0.834 1.132
H 1.121 -0.011 -3.270
H 1.534 0.773 -4.994
H -1.501 0.275 0.219
H 0.941 -1.617 0.068
H -0.837 -1.910 -0.667
H -0.820 -3.039 1.548
H -1.656 -1.537 1.667
H 0.122 -1.633 3.661
H 1.337 -1.561 2.447
H -1.047 0.416 2.926
H 0.771 0.507 3.242
H 0.145 1.917 1.071
H 1.330 0.673 1.189


> Among the records above, which one has the highest F_max?

C7H13N4S


> The lowest F_max belongs to which entry?

C5H10O2